# C33H28BrCsN7O2S

A structure of composition C33H28BrCsN7O2S (ωB97M-V with the def2-TZVPD basis set, the Open Molecules 2025 dataset).

## Properties
Total charge = -1
HOMO-LUMO gap = 7.40 eV
Total energy = -130625.7770 eV

```
73
Properties=species:S:1:pos:R:3:lowdin_charge:R:1
Cs 1.166 -1.320 0.224 0.988
O 5.503 1.263 4.424 0.027
C 5.638 -0.094 4.458 -0.285
C 6.618 -0.635 5.282 -0.036
C 6.797 -2.010 5.333 -0.114
C 5.998 -2.850 4.570 -0.108
C 5.026 -2.298 3.745 -0.033
C 4.835 -0.929 3.671 -0.109
C 3.803 -0.370 2.686 -0.523
O 3.049 -1.252 2.066 -0.483
N 2.952 0.613 3.539 -0.035
N 1.952 1.127 2.751 0.012
C 0.762 1.001 3.170 -0.235
C -0.425 1.398 2.415 -0.637
Br -0.154 2.238 0.736 0.841
C -1.648 1.131 2.871 -0.105
C -2.944 1.300 2.181 -0.253
C -3.899 2.176 2.691 -0.045
C -5.145 2.286 2.092 -0.094
C -5.457 1.497 0.994 -0.092
C -4.516 0.609 0.493 -0.070
C -3.258 0.516 1.072 -0.035
H 4.618 1.444 4.037 0.073
H 7.227 0.035 5.876 0.106
H 7.565 -2.424 5.976 0.091
H 6.136 -3.923 4.612 0.089
H 4.388 -2.910 3.119 0.106
H 4.343 0.334 2.014 0.130
H 2.557 0.046 4.297 0.119
H 0.542 0.493 4.115 0.125
H -1.689 0.701 3.869 0.123
H -3.659 2.778 3.559 0.111
H -5.875 2.978 2.491 0.097
H -6.436 1.566 0.536 0.098
H -4.761 -0.032 -0.344 0.091
H -2.540 -0.193 0.674 0.074
C -0.763 0.978 -3.028 -0.019
C 0.674 0.636 -2.757 -0.302
N 1.221 -0.513 -2.888 0.048
N 0.399 -1.572 -3.183 -0.044
C 0.932 -2.841 -3.258 -0.973
N -0.009 -3.794 -3.047 0.088
S 2.513 -3.182 -3.604 0.572
C 1.558 1.696 -2.181 -0.286
C 1.408 3.040 -2.511 -0.036
C 2.201 3.979 -1.872 -0.074
C 3.114 3.554 -0.923 -0.064
C 3.201 2.194 -0.665 -0.137
N 2.447 1.287 -1.272 0.074
H -1.248 0.223 -3.640 0.072
H -0.843 1.935 -3.544 0.075
H -1.309 1.056 -2.084 0.071
H -0.545 -1.522 -2.788 0.061
H -0.800 -3.558 -2.454 0.045
H 0.352 -4.731 -2.996 0.081
H 0.691 3.350 -3.259 0.103
H 2.101 5.030 -2.111 0.105
H 3.735 4.254 -0.381 0.104
H 3.890 1.814 0.080 0.105
N -7.417 -0.772 -6.427 0.135
C -6.593 -0.953 -5.645 -0.199
C -5.565 -1.178 -4.669 -0.249
C -5.077 -2.467 -4.448 -0.032
C -4.092 -2.680 -3.505 -0.023
C -3.567 -1.618 -2.752 -0.259
C -4.062 -0.329 -2.997 -0.053
C -5.049 -0.110 -3.937 -0.028
C -2.548 -1.848 -1.774 -0.270
C -1.744 -2.069 -0.873 -0.148
H -5.476 -3.294 -5.021 0.116
H -3.712 -3.678 -3.334 0.114
H -3.661 0.504 -2.435 0.102
H -5.426 0.890 -4.112 0.117
```